[1]
# C21H59ClN9O14

A cluster of 8 separate species, C21H59ClN9O14 in total (ωB97M-V/def2-TZVPD, the Open Molecules 2025 dataset).

Values from the calculation:
HOMO energy = -5.8 eV
LUMO level = 2.2 eV
total charge = -1

```
104
C21H59ClN9O14, DFT ωB97M-V/def2-TZVPD
Cl -0.55380 -0.34234 1.98276
O -0.76869 -1.87938 -3.07313
O -2.68265 3.11634 -1.83385
O 4.64000 -3.54613 1.88511
O -1.67274 -0.21836 1.08480
O -2.28087 -4.99113 1.99826
O 0.55757 3.47165 3.62275
O 4.33536 1.30121 3.25498
O 0.50703 0.57658 1.61651
O -5.50284 -1.88655 -0.14276
O -0.89443 -0.10244 3.35893
O -0.10619 -1.72880 1.90499
O -7.85766 3.04921 -1.45286
O 7.80811 -0.95261 0.78374
O 2.30675 3.64960 -3.08984
N -5.57146 -3.99961 0.70277
N -1.00592 -6.88737 1.88016
N -0.13123 -4.85532 2.58666
N 3.00570 -2.38091 0.72561
N -3.75362 -2.63778 1.10875
N 0.08010 0.77011 -3.10620
N -5.16786 1.71895 -1.25734
N 2.57854 -3.10095 2.83291
N 5.03434 0.37305 0.52925
C 8.43710 -0.81176 2.03223
C -4.95228 -2.77685 0.49083
C 3.91086 1.99776 2.10265
C 3.53530 -3.04495 1.82930
C -3.93062 1.56420 -0.55504
C 1.48509 2.68149 -2.48610
C -2.73359 1.73767 -1.47259
C -7.61558 1.69873 -1.15271
C 7.45093 0.26330 0.13198
C 1.18604 1.61584 -3.52510
C 3.45368 0.27001 3.61985
C 3.86142 1.14992 0.82883
C -0.61641 -1.20475 -1.84561
C -1.21668 -5.56442 2.18221
C 0.42134 -0.12376 -2.02607
C -1.69249 3.39369 -2.80422
C 2.86112 4.57752 -2.17631
C -8.89137 3.20361 -2.35868
C 6.30425 0.98280 0.84429
C -6.32358 1.48866 -0.42557
C -1.83615 -2.81684 -3.03209
H 0.81005 2.13038 -4.41450
H 2.07028 1.02236 -3.79309
H 3.42751 -0.54549 2.89321
H -2.07261 4.23931 -3.38512
H -9.84294 2.75034 -2.03806
H 0.52655 2.53652 3.38593
H 4.96249 -0.57167 0.88246
H 2.91472 2.42195 2.29664
H 6.34370 1.99755 0.43411
H -1.41900 2.53848 -3.42211
H -6.47110 -4.00323 0.26072
H -9.13998 4.26929 -2.42012
H 1.39579 -0.63401 -2.15965
H -1.77669 -3.37853 -3.96449
H 1.72906 -2.65659 2.51714
H -0.30477 -7.37189 2.42313
H 0.49641 3.08410 -2.22739
H -3.18979 -1.80644 1.02463
H -2.79866 -2.30623 -2.96204
H 7.16458 -0.04562 -0.86989
H 2.94607 0.55230 0.85435
H 1.96739 2.24361 -1.60609
H -5.21865 2.58600 -1.76964
H 3.58023 1.83536 0.01014
H -0.22770 -3.84879 2.56080
H 8.33717 0.91236 0.12354
H 0.53049 0.41425 -1.07860
H 2.41540 0.60705 3.74715
H 3.55131 -2.45106 -0.11372
H 2.23318 4.65096 -1.28639
H -1.79179 -7.50288 1.74973
H -2.91971 1.10244 -2.35029
H -3.77963 0.71704 0.11566
H -0.77280 3.78044 -2.33795
H 2.91677 5.54275 -2.68111
H -1.67211 -3.51423 -2.20491
H 7.72015 -0.89850 2.85853
H 6.51962 0.98342 1.91740
H 3.88291 4.28889 -1.90991
H 3.74499 -0.13326 4.58899
H 9.18955 -1.59302 2.11459
H -8.43515 1.23605 -0.58310
H 4.56045 2.85946 1.93836
H -6.28266 2.11620 0.49200
H 0.72666 -5.18418 2.98629
H -8.68580 2.85313 -3.37564
H -5.17378 -4.74282 1.24222
H 2.30558 -1.66449 0.83058
H -7.53447 1.05502 -2.04481
H -1.56267 -0.78363 -1.48083
H 0.37485 3.92708 2.79637
H 8.87778 0.18754 2.15307
H -3.26848 -3.46987 1.41629
H 2.60584 -3.82526 3.52115
H -0.28873 -1.87812 -1.03969
H -3.81701 2.38178 0.19593
H -6.28996 0.48397 0.00358
H -0.30846 0.27474 -3.89384
H -1.78438 1.42875 -1.02680
```

---

[2]
# C21H59N5O6

A cluster of 6 separate species, C21H59N5O6 in total (ωB97M-V/def2-TZVPD, the Open Molecules 2025 dataset).

Values from the calculation:
HOMO energy = -9.3 eV
structure (SMILES) = COC[C@H](C)N.COC[C@H](C)N.COC[C@H](C)N.COC[C@H](C)N.COC[C@H](C)N.CO
LUMO level = 0.4 eV

```
91
C21H59N5O6, DFT ωB97M-V/def2-TZVPD
O 22.18471 22.44724 21.01066
O 22.91964 17.47355 16.06651
O 26.78211 17.90805 21.31176
O 29.73401 27.05932 18.10521
O 20.94992 30.24872 20.21211
O 16.02444 18.96901 28.66375
N 20.91938 20.53733 16.86813
N 24.24154 19.48356 23.52910
N 17.59896 29.04542 19.36279
N 31.53652 29.42692 18.13264
N 19.77773 18.66182 27.96629
C 23.09684 16.19463 16.61887
C 18.10110 19.34074 26.32294
C 23.19192 20.35017 15.83063
C 15.84581 20.29988 29.14121
C 21.80182 19.69845 16.05891
C 18.65023 29.99991 19.79525
C 22.88775 23.62157 20.80139
C 27.30090 18.13158 19.97572
C 19.97947 29.26844 19.85285
C 29.69641 28.15557 17.21927
C 18.30469 30.61415 21.18483
C 29.72560 30.63233 17.15338
C 21.89765 18.24769 16.72889
C 24.21795 17.28168 22.77210
C 25.16829 18.48889 22.98387
C 18.47236 19.30550 27.84830
C 25.96821 18.94603 21.77101
C 22.31605 29.83407 19.85405
C 29.24160 25.82225 17.71330
C 30.08695 29.41579 17.89742
C 17.39627 18.51267 28.67398
H 23.94629 23.36870 20.74094
H 22.33421 29.08985 19.05787
H 29.92245 31.49809 17.78567
H 18.52913 20.28196 28.32933
H 16.16241 20.59087 30.14280
H 17.71577 18.57921 29.71398
H 19.95294 28.40926 20.52308
H 22.81934 29.36665 20.70040
H 31.97616 29.31785 17.22991
H 28.07613 18.89742 19.95142
H 19.17991 30.93075 21.75216
H 22.90188 30.66885 19.46928
H 22.66589 21.94528 21.67255
H 18.10309 18.32741 25.92136
H 14.76278 20.41922 29.17169
H 26.52444 19.88201 21.82255
H 22.76020 24.32803 21.62160
H 25.92013 18.26504 23.74066
H 17.53416 31.38507 21.19195
H 28.66380 30.64971 16.90766
H 21.26337 20.52715 17.81768
H 17.87178 29.83724 21.81499
H 29.66937 25.41436 16.79747
H 25.24844 19.19533 20.99134
H 22.31899 15.49749 16.30734
H 19.87758 18.21532 28.86672
H 28.65993 28.32452 16.92726
H 23.34302 17.60587 22.20864
H 28.15768 25.75805 17.80873
H 29.58147 25.15654 18.50665
H 19.81424 17.87032 27.33996
H 23.12731 21.26265 15.23792
H 18.84395 19.86153 25.71874
H 23.79948 19.58805 15.34263
H 23.67124 20.62141 16.77126
H 17.36911 17.45841 28.39850
H 17.14025 19.81605 26.12558
H 30.36501 27.91131 16.39380
H 17.46407 28.43477 20.15589
H 23.88521 16.85868 23.71997
H 20.05011 20.03794 16.99092
H 22.16112 18.30239 17.78515
H 20.24834 29.02781 18.82430
H 27.85924 17.23958 19.69168
H 26.51182 18.31567 19.24663
H 16.20276 21.02500 28.40986
H 23.03693 16.24354 17.70613
H 20.96889 17.68569 16.63055
H 24.06867 15.80467 16.31625
H 31.76445 28.54827 18.57550
H 16.69036 29.48639 19.35362
H 21.30284 19.60900 15.09397
H 30.21547 30.80875 16.19578
H 29.55358 29.49319 18.84486
H 22.65112 24.14560 19.87538
H 18.87380 30.83953 19.13710
H 23.74312 19.05280 24.29469
H 24.76994 16.51383 22.23006
H 24.87108 20.15594 23.94345
```

---

no.,F_max (eV/A),orbital gap (hartree)
1,2.61,0.293
2,1.96,0.357